Computed, not measured: a 2-piece molecular cluster, C5H11N overall, with wB97M-V/def2-TZVPD.

```
17
Properties=species:S:1:pos:R:3:lowdin_charge:R:1
C -1.7577 -1.0874 -0.1679 -0.120
C -1.9796 0.2724 0.4393 -0.251
C -1.8049 1.4532 -0.1648 -0.039
H -0.8133 -1.5361 0.2224 0.068
H -1.6835 -1.1439 -1.2539 0.071
H -2.4229 -1.8537 0.2417 0.068
H -2.0903 0.2438 1.5308 0.098
H -2.2591 2.3135 0.2778 0.046
H -1.4776 1.3756 -1.1982 0.058
C 2.5158 -0.7496 -0.4559 -0.156
C 1.3450 0.8581 0.7225 -0.103
N 1.8501 -0.3014 0.7690 -0.084
H 1.8580 -0.7731 -1.3186 0.065
H 3.3900 -0.1633 -0.6986 0.068
H 2.9237 -1.7617 -0.2783 0.070
H 1.4513 1.5310 1.5611 0.066
H 0.9550 1.3227 -0.2282 0.075
```

Results
* E_HOMO: -9.1 eV
* Kohn-Sham gap: 10.1 eV
* ΔE to the lowest compared entry with this formula, charge and spin: 269.2 kJ/mol
* structure (SMILES): C=CC.C=NC